(1)
Below is a structure of composition C23H26N4O at a distorted geometry, with properties calculated with ωB97M-V with the def2-TZVPD basis set.

As for the multiplicity: 1.

Structure (XYZ):
```
54
Properties=species:S:1:pos:R:3:forces:R:3
C 5.992164 3.289658 -0.346519 0.5464 0.5179 -6.3983
C 5.052656 2.204355 -0.495960 -6.0414 -1.9154 1.1441
C 3.832494 2.543844 -1.124963 -2.1244 -4.7779 0.6942
C 2.753627 1.447828 -1.188874 -0.7652 -0.0979 -0.6539
C 2.950484 0.037318 -0.771988 0.8048 5.1544 0.8798
C 4.101387 -0.114238 0.040504 -3.4439 13.7875 -6.3512
C 5.046562 0.823372 0.221497 1.2711 6.3504 -4.5788
C 6.424651 0.666850 0.594867 -1.0408 -2.0539 6.6575
H 6.412109 -0.351076 0.991764 1.4336 -0.3209 -0.2327
H 6.657384 1.275019 1.546121 -0.5403 -0.6312 -0.9125
H 7.209733 0.975092 0.033578 1.9275 0.2589 -2.6312
H 4.256743 -0.900484 0.314395 3.2895 -15.7982 5.9980
N 1.975804 -0.935709 -0.856750 -3.2056 8.0283 -4.0596
H 1.080506 -0.332699 -1.032421 1.5702 -2.1429 0.3004
C 1.901040 -1.989567 -0.103830 0.0153 -3.7179 6.8291
C 0.647536 -2.825543 -0.340447 7.9705 -6.0225 -4.9373
N -0.482615 -2.247741 -0.144242 -7.6356 4.9125 3.0967
C -1.503452 -2.072171 -1.076984 3.5256 -0.2739 -4.0290
O -1.253579 -2.467667 -2.298760 -2.1413 1.3555 4.7180
C -2.704135 -1.150633 -0.698433 5.6659 0.7677 -3.3710
C -2.665966 0.186088 -0.937082 0.4574 4.7259 2.5090
C -3.870677 1.037952 -0.448951 10.6770 2.8295 -4.6818
C -4.966202 0.426090 -0.263236 -5.3714 -4.0775 2.3992
C -5.082982 -1.028762 -0.122179 3.0165 -0.4846 -4.6593
C -3.888142 -1.654363 -0.795690 -7.8322 -6.5539 6.5159
H -3.852618 -2.880500 -0.558855 -0.6057 3.0080 -1.3850
H -5.941075 -1.758895 -0.071764 0.5998 1.7618 0.2754
N -6.066964 1.234939 -0.090479 -4.3372 -6.5553 -2.5771
C -6.240859 2.251311 0.670020 8.4731 0.3484 0.0204
N -7.344672 2.687712 0.740523 -8.7246 4.4827 1.3858
C -8.156669 1.889029 0.044707 -0.7565 -6.0608 -1.9177
C -7.434932 0.717729 -0.478725 3.0658 13.2595 5.9526
H -7.631990 -0.115626 -0.851425 -1.4591 -6.9072 -3.4998
H -9.252562 1.774841 0.021987 0.6004 1.2342 0.2705
H -5.328341 2.726900 0.939661 0.4676 0.6229 1.0190
H -3.665945 2.222438 -0.615903 -1.1164 -3.1708 0.5490
H -1.664209 0.696617 -1.255132 -2.0730 -0.7573 0.7638
C -0.651839 -1.422209 1.364320 5.4624 5.8053 -12.0051
H -0.515556 -0.314131 1.021758 -0.4279 -1.6197 0.8790
C 0.267439 -1.877824 2.159625 9.4756 -12.3896 -3.4242
C 1.876443 -1.806176 1.711852 -10.4493 12.1657 -7.3006
H 1.921692 -0.616558 1.991299 1.3298 -2.8551 -0.7247
H 2.407703 -2.401761 2.118787 6.8498 -7.3751 5.5577
H 0.173302 -3.220053 2.205916 -0.3648 3.9009 0.5103
H 0.140142 -1.483596 2.971196 -0.7903 3.6730 9.7044
H -1.506313 -1.669788 1.470004 -11.1022 -2.4287 2.2820
H 0.853315 -3.052629 -1.504493 -1.2505 0.3930 2.0994
H 0.846002 -3.922642 0.056004 -0.6542 2.0138 -0.0606
H 2.853796 -2.446574 -0.293368 0.1594 -1.6221 0.3800
H 1.621783 1.757076 -1.593395 3.2202 -0.8216 0.8453
H 3.501750 3.474158 -1.575020 0.5559 0.1119 0.1901
H 5.604780 4.242430 -0.956321 1.0489 -2.1155 1.3705
H 6.389995 3.580006 0.502959 1.0693 1.2467 4.8357
H 6.919286 2.890968 -0.841171 -0.2952 0.8310 -0.2412
```
Forces are in eV/Å.

---

(2)
Below is a structure of composition C35H43BeClP2Si2 at a distorted geometry, with properties calculated with ωB97M-V with the def2-TZVPD basis set.

As for the multiplicity: 1.

Structure (XYZ):
```
84
Properties=species:S:1:pos:R:3:forces:R:3
C 2.054131 1.862793 -2.373125 -0.7668 0.1413 -0.0050
C 2.049918 0.492445 -2.774452 0.3495 0.1273 -0.9951
C 1.005641 0.339727 -3.758423 -0.2227 -0.0808 0.1549
H 2.840735 -0.227446 -2.548352 -0.3400 0.2748 -0.3106
C 0.150222 1.490730 -3.639931 0.5461 -0.1947 -0.1049
C 0.807727 2.414948 -2.761092 0.5738 -0.1343 -0.4163
H 0.466311 3.424878 -2.528300 0.0378 -0.5597 -0.1442
H 2.896151 2.418944 -1.920902 -1.1420 -0.8138 -0.0629
H 0.842366 -0.523307 -4.402065 -0.0339 0.2286 0.3831
H -0.765746 1.689674 -4.181264 0.1567 -0.1229 0.0262
Be 0.155097 0.343372 -2.173520 0.5250 0.5383 0.1696
Si -1.136732 -1.497995 -1.236124 -1.1988 -0.9824 1.7794
C -0.319663 -2.805640 -0.206386 0.9516 0.0857 -0.6665
C -0.978663 -3.391193 0.872685 -0.1011 -0.7319 0.3599
H -1.914310 -2.971820 1.261616 0.2921 -0.1714 -0.3143
C -0.470067 -4.560193 1.453144 0.1282 0.2966 -0.0505
H -1.006404 -5.033081 2.276089 0.1396 0.1468 -0.1599
C 0.731196 -5.111524 0.994134 -0.1709 0.1221 0.1874
H 1.157931 -5.992072 1.495119 -0.2510 0.3855 -0.3804
C 1.398370 -4.498069 -0.061278 0.4890 0.0620 -0.2656
H 2.351296 -4.906250 -0.412745 -0.3326 0.0724 0.1136
C 0.883406 -3.348407 -0.670258 -0.2342 -0.7015 0.6518
H 1.394740 -2.888247 -1.515464 0.0335 -0.1433 0.1645
C -2.641767 -2.512156 -1.710787 -0.2768 0.0775 -0.5582
C -2.454639 -3.670613 -2.490556 -0.3458 -0.0655 0.3549
H -1.487129 -3.844668 -2.966012 -0.2273 -0.1090 0.1183
C -3.478714 -4.618306 -2.601325 -0.0154 0.0709 -0.1104
H -3.320101 -5.551331 -3.155958 -0.0033 0.4590 0.1768
C -4.722824 -4.387949 -1.997812 0.1319 0.2276 0.1358
H -5.520565 -5.136481 -2.071118 0.3541 0.3265 -0.0218
C -4.936145 -3.201890 -1.285454 0.1466 -0.2379 -0.1094
H -5.911391 -3.010902 -0.821518 0.4498 -0.0373 -0.1893
C -3.891479 -2.279148 -1.143084 -0.4400 -0.0989 0.2024
H -4.057151 -1.371334 -0.563672 -0.0395 -0.3087 -0.1382
H -0.480753 -1.280521 -2.562511 0.5124 0.3532 -0.2856
Si -1.283552 -0.378859 2.763175 0.3509 0.7850 -2.2838
C -2.174091 -0.042626 1.136915 0.0101 -0.6764 1.2436
C -1.575957 0.154194 -0.245867 1.9503 0.6791 -0.1825
H -0.670648 0.799415 -0.153328 -0.5698 -0.2132 0.1114
C -2.480630 0.670014 -1.288398 -1.6812 1.0146 -0.7809
H -2.152595 0.674819 -2.342606 -0.2590 -0.0006 0.4288
C -3.769493 1.054053 -0.981860 0.8343 -0.1107 -0.6448
H -4.426737 1.413486 -1.783678 0.2894 -0.0599 0.3298
C -4.273925 0.904709 0.312318 -1.2197 0.1295 0.8350
H -5.297184 1.220019 0.536411 0.3374 -0.2227 -0.1388
C -3.508798 0.300698 1.322785 0.1514 -0.0559 -0.8571
H -4.002567 0.063175 2.273426 0.2587 0.3215 -0.1703
C 0.511213 -0.852809 2.464644 -0.2018 0.1841 0.5772
C 1.243079 -0.312535 1.401153 0.1295 -0.4274 -0.1973
H 0.844590 0.525332 0.820485 0.1956 -0.3176 0.1699
C 2.469169 -0.875400 1.039781 -0.2117 0.1758 0.0957
H 2.974807 -0.513779 0.142966 -0.0198 -0.0503 0.2869
C 3.002502 -1.921060 1.788624 -0.0616 -0.1637 -0.0560
H 3.929522 -2.400165 1.466107 -0.2398 0.1442 0.1492
C 2.329657 -2.384909 2.920103 -0.0384 0.1099 0.1141
H 2.732402 -3.214120 3.501771 0.0196 0.2615 -0.1041
C 1.104177 -1.822651 3.282103 0.1349 -0.1539 -0.4482
H 0.573124 -2.164687 4.174772 0.1734 -0.0899 -0.3314
H -2.000398 -1.214060 3.681560 -0.3114 -0.7948 0.3851
Cl -1.232155 1.369942 3.870697 -0.0452 0.5490 0.5294
C 4.734448 1.607661 0.849255 0.3747 -0.0576 0.1674
P 3.232076 2.564162 0.469538 -0.4427 -0.2634 0.7587
C 3.983118 4.213533 0.228224 0.1585 0.2191 -0.3310
C 2.419280 2.762580 2.123313 0.4237 -0.0779 0.0603
C 1.034425 3.426518 2.008463 -0.3033 0.1477 0.0189
P 0.291512 3.281525 0.309942 -0.3905 -0.4461 0.1781
C -1.500814 3.483155 0.627130 -0.2178 0.2076 0.2758
C 0.596823 4.956240 -0.400183 0.1869 0.0857 -0.2893
H 4.489977 0.804537 1.551322 0.1910 0.0892 -0.1374
H 5.508652 2.266837 1.260455 -0.0158 -0.3551 0.0742
H 5.096944 1.169133 -0.090997 0.0663 0.0187 0.3024
H 3.816057 4.495141 -0.819162 0.1891 0.3072 0.2598
H 3.531753 4.956775 0.894247 0.1130 -0.0455 -0.2208
H 5.061551 4.140562 0.414766 -0.2357 0.3021 -0.0403
H 2.329622 1.743165 2.528559 -0.0294 0.3292 -0.0271
H 3.081959 3.334775 2.786487 -0.1531 -0.1575 0.0329
H 0.324201 2.942995 2.699255 0.3573 0.3042 -0.2457
H 1.069781 4.497084 2.248540 0.0762 -0.2079 0.1842
H -1.751332 4.550765 0.599722 -0.1972 -0.2390 0.2204
H -2.072638 2.958164 -0.149199 0.1075 0.1529 0.2250
H -1.759242 3.054521 1.602111 -0.1098 0.0640 -0.2267
H 0.871612 5.679785 0.378242 -0.0984 -0.0787 -0.2195
H 1.388134 4.917541 -1.158056 -0.0537 0.1950 0.1675
H -0.334405 5.283684 -0.885334 0.3517 -0.0132 0.0620
```
Forces are in eV/Å.

---

| no. | highest occupied orbital energy (eV) | HOMO-LUMO gap (eV) | E_tot (hartree) |
| --- | --- | --- | --- |
| 1 | -7.5 | 7.325 | -1185.5997 |
| 2 | -5.4 | 4.922 | -3095.9969 |